*one*
ORCA calculation (ωB97M-V/def2-TZVPD) on a single C25H26N4O3S molecule.

Geometry as ORCA input:
```
! wB97M-V def2-TZVPD RIJCOSX def2/J DEFGRID3
* xyz 0 1
C 5.461 2.027 -0.981
C 5.622 0.618 -1.539
C 4.613 -0.374 -0.960
C 4.863 -0.682 0.515
C 3.885 -1.714 1.079
N 2.517 -1.227 1.041
C 1.630 -1.599 0.081
N 0.431 -1.155 -0.041
C -0.009 -0.211 0.844
C -1.295 0.316 0.693
C -1.758 1.264 1.584
C -0.937 1.708 2.630
C 0.328 1.196 2.789
C 0.806 0.231 1.900
C 2.155 -0.303 2.034
O 2.944 -0.007 2.906
H 0.977 1.525 3.586
H -1.323 2.464 3.295
C -3.112 1.889 1.463
O -3.337 3.026 1.822
N -4.062 1.089 0.919
H -3.853 0.123 0.727
C -5.445 1.510 0.806
C -6.359 0.584 1.535
C -7.254 -0.342 1.082
C -7.816 -0.946 2.233
C -7.216 -0.347 3.296
O -6.335 0.577 2.884
H -7.326 -0.484 4.353
H -8.560 -1.716 2.260
H -7.490 -0.560 0.060
H -5.486 2.516 1.237
H -5.740 1.552 -0.248
H -1.877 -0.015 -0.153
S 2.143 -2.797 -1.099
C 0.679 -2.799 -2.186
C 0.406 -1.450 -2.770
C 1.426 -0.670 -3.304
C 1.109 0.578 -3.815
N -0.117 1.070 -3.830
C -1.088 0.322 -3.338
C -0.885 -0.939 -2.800
H -1.710 -1.512 -2.405
H -2.077 0.761 -3.372
H 1.876 1.219 -4.229
H 2.446 -1.025 -3.307
H -0.168 -3.157 -1.604
H 0.930 -3.523 -2.963
H 4.128 -1.902 2.129
H 3.939 -2.651 0.520
H 5.874 -1.074 0.639
H 4.777 0.227 1.110
H 4.669 -1.308 -1.525
H 3.607 0.036 -1.086
H 5.491 0.652 -2.623
H 6.634 0.259 -1.340
H 5.671 2.054 0.085
H 6.147 2.709 -1.478
H 4.446 2.386 -1.142
*
```

## Properties
HOMO: -8.59 eV
Structure (SMILES): CCCCCn1c(SCc2ccncc2)nc2cc(C(=O)NCc3ccco3)ccc2c1=O
HOMO-LUMO gap: 8.7 eV

*two*
ORCA calculation (ωB97M-V/def2-TZVPD) on a single C25H26N4O3S molecule.

Geometry as ORCA input:
```
! wB97M-V def2-TZVPD RIJCOSX def2/J DEFGRID3
* xyz 0 1
O 0.251 2.466 -4.284
C 0.024 1.640 -3.429
N 0.906 0.671 -3.085
H 0.680 0.049 -2.325
C 2.272 0.651 -3.560
C 3.221 0.800 -2.417
C 3.295 1.738 -1.428
C 4.349 1.333 -0.573
C 4.835 0.179 -1.103
O 4.156 -0.155 -2.216
H 5.634 -0.470 -0.802
H 4.691 1.833 0.309
H 2.682 2.610 -1.331
H 2.484 -0.287 -4.083
H 2.360 1.485 -4.264
C -1.246 1.600 -2.597
C -0.987 2.370 -1.297
C -2.071 2.115 -0.253
C -1.837 2.887 1.045
H -2.742 2.857 1.654
H -1.626 3.932 0.814
C -0.682 2.355 1.899
N -0.923 0.993 2.345
C -0.265 -0.085 1.844
N -0.493 -1.309 2.164
C -1.455 -1.583 3.095
C -1.729 -2.912 3.432
C -2.683 -3.190 4.383
C -3.381 -2.161 5.016
C -3.125 -0.849 4.691
C -2.163 -0.547 3.725
C -1.890 0.835 3.354
O -2.425 1.809 3.838
H -3.651 -0.032 5.161
H -4.125 -2.399 5.762
H -2.895 -4.216 4.645
H -1.180 -3.698 2.936
S 1.035 0.208 0.684
C 1.615 -1.498 0.370
C 1.055 -2.041 -0.903
C 1.884 -2.468 -1.934
C 1.301 -2.948 -3.098
N -0.004 -3.018 -3.285
C -0.794 -2.620 -2.303
C -0.321 -2.127 -1.097
H -1.002 -1.823 -0.317
H -1.856 -2.701 -2.493
H 1.911 -3.291 -3.924
H 2.957 -2.426 -1.836
H 1.273 -2.073 1.232
H 2.703 -1.442 0.340
H -0.599 2.976 2.795
H 0.263 2.383 1.354
H -3.037 2.412 -0.665
H -2.126 1.044 -0.039
H -0.017 2.070 -0.897
H -0.938 3.437 -1.521
H -2.058 2.065 -3.156
H -1.513 0.565 -2.376
*
```

## Properties
HOMO: -8.63 eV
Structure (SMILES): O=C(CCCCCn1c(SCc2ccncc2)nc2ccccc2c1=O)NCc1ccco1
HOMO-LUMO gap: 9.0 eV

*three*
ORCA calculation (ωB97M-V/def2-TZVPD) on a single C25H26N4O3S molecule.

Geometry as ORCA input:
```
! wB97M-V def2-TZVPD RIJCOSX def2/J DEFGRID3
* xyz 0 1
C 0.315 0.892 3.216
H -0.743 0.789 3.473
O 0.596 2.170 2.693
C -0.021 2.561 1.553
C -0.928 1.790 0.829
C -1.484 2.286 -0.334
C -1.151 3.555 -0.803
C -0.264 4.334 -0.052
C 0.298 3.845 1.100
H 0.994 4.433 1.678
H -0.020 5.323 -0.409
C -1.676 4.131 -2.054
O -1.792 5.324 -2.227
C -1.999 3.159 -3.176
H -2.272 3.715 -4.073
H -2.780 2.446 -2.916
S -0.516 2.168 -3.561
C -1.073 0.608 -3.048
N -2.308 0.265 -2.789
N -2.298 -1.027 -2.430
C -1.072 -1.462 -2.471
N -0.233 -0.454 -2.869
C 1.207 -0.430 -2.964
C 1.800 0.396 -1.866
C 1.816 0.226 -0.512
C 2.504 1.346 0.014
C 2.844 2.111 -1.057
O 2.423 1.546 -2.197
H 3.367 3.043 -1.136
H 2.714 1.548 1.044
H 1.391 -0.591 0.033
H 1.493 0.012 -3.924
H 1.561 -1.461 -2.905
C -0.643 -2.856 -2.165
N 0.350 -2.892 -1.109
C -0.023 -2.740 0.225
C -1.256 -2.208 0.592
C -1.582 -2.039 1.926
C -0.694 -2.388 2.930
C 0.545 -2.897 2.556
C 0.900 -3.077 1.231
C 2.254 -3.625 0.879
H 2.168 -4.591 0.378
H 2.790 -2.942 0.219
H 2.846 -3.768 1.779
H 1.255 -3.166 3.327
C -1.051 -2.247 4.380
H -0.225 -1.817 4.943
H -1.272 -3.226 4.807
H -1.928 -1.618 4.505
H -2.551 -1.635 2.181
H -1.972 -1.926 -0.162
H 1.049 -3.609 -1.238
H -0.198 -3.292 -3.065
H -1.550 -3.425 -1.917
H -2.207 1.680 -0.858
H -1.207 0.802 1.160
H 0.915 0.807 4.120
H 0.594 0.098 2.517
*
```

## Properties
HOMO: -8.21 eV
Structure (SMILES): COc1ccc(C(=O)CSc2nnc(CNc3ccc(C)cc3C)n2Cc2ccco2)cc1
HOMO-LUMO gap: 8.6 eV

Compare the structures above. Which one is the least stable? *three* is.